C3H5NO2 | wB97M-V/def2-TZVPD

The geometry in XYZ format:
```
11
Properties=species:S:1:pos:R:3
C -1.0318 -0.5249 0.7834
C -0.1943 0.6626 0.3927
N -0.6889 1.7847 0.0953
O 1.1632 0.3572 0.2175
C 1.3947 -0.5059 -0.8183
O 0.6667 -0.7240 -1.7455
H -1.4123 -0.6821 1.8346
H -0.6646 -1.5246 0.5792
H -1.7130 -0.3945 -0.2619
H 0.0426 2.3916 -0.2773
H 2.4376 -0.8399 -0.7997
```

Properties
Structure (SMILES): [H]/N=C(/C)OC=O

C21H16Cl2FeN2OS5 | wB97M-V/def2-TZVPD

The geometry in XYZ format:
```
48
Properties=species:S:1:pos:R:3
Fe -0.0265 -0.4522 0.1895
Cl 0.5294 2.7511 4.0505
C 1.0940 2.9633 2.4210
C 1.8184 4.1219 2.1058
C 2.2834 4.3387 0.8422
Cl 3.1834 5.7949 0.4923
C 2.0461 3.3930 -0.1842
C 2.4884 3.5122 -1.5198
C 2.1984 2.5233 -2.4175
C 1.4670 1.4003 -1.9920
N 1.0441 1.2676 -0.7594
C 1.3158 2.2353 0.1494
C 0.8077 1.9802 1.4807
O 0.1473 0.9053 1.7172
H 2.0078 4.8489 2.8836
H 3.0570 4.3839 -1.8141
H 2.5295 2.5855 -3.4449
H 1.2324 0.5896 -2.6725
C -0.6879 -2.8869 2.1631
N -1.3730 -1.7957 1.4766
C -2.0718 -0.9492 2.4473
C -2.3223 -2.3305 0.4868
C -2.8029 -1.2510 -0.4536
C -4.0956 -1.2851 -0.9609
C -4.5102 -0.3158 -1.8660
C -3.6251 0.6835 -2.2442
C -2.3376 0.7078 -1.7151
C -1.8850 -0.2518 -0.8093
H -1.4042 -3.5290 2.6968
H 0.0252 -2.4791 2.8776
H -0.1374 -3.4833 1.4363
H -2.8126 -1.5375 3.0079
H -2.5773 -0.1394 1.9248
H -1.3508 -0.5106 3.1341
H -3.1610 -2.8273 0.9988
H -1.7860 -3.0909 -0.0881
H -4.7840 -2.0664 -0.6515
H -5.5172 -0.3376 -2.2657
H -3.9416 1.4476 -2.9459
H -1.6702 1.5090 -2.0238
S 5.8189 -4.4883 -2.1211
C 4.5095 -3.6536 -1.5691
S 3.0328 -3.4992 -2.4447
C 2.1481 -2.5120 -1.2978
C 2.8391 -2.1872 -0.1467
S 2.2326 -1.2301 1.1117
S 4.4657 -2.8318 -0.0539
S 0.5581 -2.0213 -1.6321
```

Properties
Net charge: -1
Spin multiplicity: 6

C4H13N4 | wB97M-V/def2-TZVPD

The geometry in XYZ format:
```
21
Properties=species:S:1:pos:R:3
C -0.0418 -2.0521 1.2077
C 1.1177 -0.1454 -2.4123
C 0.2333 1.5657 -0.7406
C 0.3302 1.7106 0.8375
N -1.2531 -2.3592 1.4844
N -0.4699 -0.5871 -0.7422
N 0.2830 0.2140 -1.2606
N -0.7498 1.0550 1.5248
H 0.6555 -2.4837 1.9316
H 1.5000 -1.1424 -2.1122
H 0.6938 -0.3577 -3.4162
H 1.8845 0.5907 -2.6278
H -0.7310 1.8722 -1.1029
H 0.8304 2.1770 -1.3463
H 0.2657 2.7895 1.0667
H 1.2510 1.1517 1.1957
H -1.3566 -2.5640 2.4874
H -0.5662 -1.5425 -1.0507
H -0.4774 0.5046 2.3047
H -2.0077 -2.1207 0.9101
H -1.3915 1.7240 1.8614
```

Properties
Net charge: +1

C5H7NO | wB97M-V/def2-TZVPD

The geometry in XYZ format:
```
14
Properties=species:S:1:pos:R:3
C 1.2233 1.2842 0.9048
C 0.3763 0.2151 0.3014
C 0.7923 -0.6700 -0.8105
N -0.0809 -1.5357 -1.1820
C -1.0983 -1.4439 -0.1336
O -1.8322 -2.3401 0.1653
C -0.8895 -0.1310 0.5795
H 2.2247 1.3006 0.4654
H 1.3307 1.1093 1.9797
H 0.7716 2.2716 0.7702
H 1.7352 -0.5591 -1.3403
H -1.3528 -0.1376 -1.7587
H -1.5972 0.3138 1.2678
H -1.6032 0.3229 -1.2090
```

Properties
Structure (SMILES): CC1=CC(=O)N=C1.[H][H]

It is found that the energy above the lowest of the compared OMol25 structures with the same formula, charge and spin values, taken in the order of the records, are 196.4 0.0 610.0 272.9 kJ/mol.